[1]
{
  "formula": "C6H12N2O2",
  "method": "the ωB97M-V functional and the def2-TZVPD basis",
  "lumo_energy_ev": 0.662,
  "relative_energy_kj_mol": 505.7,
  "e_tot_ev": -13487.1850,
  "gap_ha": 0.32156,
  "homo_energy_ev": -8.09,
  "elements": ["C", "N", "C", "N", "O", "O", "H", "H", "H", "H", "H", "H", "C", "C", "C", "C", "H", "H", "H", "H", "H", "H"],
  "xyz": [[-2.419, 0.252, -0.429], [-0.977, 0.498, -0.439], [-0.277, 0.689, 0.925], [-0.822, -0.185, 1.892], [-0.741, 1.674, -1.206], [-0.002, 1.856, 1.237], [-0.376, 2.285, -0.522], [-0.697, -1.169, 1.704], [-0.514, 0.072, 2.819], [-2.958, 1.031, 0.115], [-2.758, 0.239, -1.464], [-2.609, -0.715, 0.034], [2.479, -0.143, 1.172], [0.592, -1.190, -2.131], [1.317, -0.261, 0.277], [0.835, -0.654, -0.802], [1.523, -1.609, -2.525], [2.567, 0.898, 1.492], [3.412, -0.454, 0.698], [2.330, -0.748, 2.071], [-0.163, -1.978, -2.120], [0.260, -0.391, -2.798]],
  "forces_ev_per_a": [[0.1, 0.4, 0.3], [0.1, -0.2, -0.2], [-1.4, 0.8, -0.1], [0.3, 0.0, -0.3], [0.1, -0.2, 0.5], [0.2, -0.8, -0.2], [-0.1, 0.0, -0.1], [0.0, 0.0, 0.0], [0.0, 0.0, 0.0], [-0.1, 0.0, 0.0], [0.1, 0.0, 0.0], [0.0, 0.0, 0.0], [0.0, 0.1, 0.2], [-0.3, 0.1, -0.2], [0.2, -0.5, -1.0], [0.8, 0.2, 1.1], [0.0, 0.1, 0.1], [0.0, 0.0, 0.0], [-0.1, 0.0, 0.0], [0.0, 0.0, 0.0], [0.0, 0.0, 0.0], [0.0, 0.0, 0.0]]
}


[2]
{
  "formula": "C3H5N3O",
  "method": "the ωB97M-V functional and the def2-TZVPD basis",
  "lumo_energy_ev": [0.432, 0.432],
  "relative_energy_kj_mol": 519.5,
  "e_tot_ev": -9705.1991,
  "gap_ha": [0.27578, 0.27574],
  "homo_energy_ev": [-7.07, -7.07],
  "elements": ["C", "C", "C", "N", "N", "N", "O", "H", "H", "H", "H", "H"],
  "xyz": [[0.053, 1.540, 0.010], [-1.207, 0.835, -0.040], [1.520, -0.288, 0.334], [1.182, 0.880, 0.083], [-1.190, -0.459, -0.039], [2.248, -1.301, -0.023], [-2.371, -1.173, 0.074], [0.030, 2.567, 0.029], [-1.963, 1.620, -0.157], [2.183, -2.148, 0.634], [2.702, -1.457, -0.983], [-3.188, -0.616, 0.080]],
  "forces_ev_per_a": [[0.0, -2.6, -0.6], [1.2, 0.3, -0.5], [-0.6, 0.9, 0.7], [0.3, -0.6, 0.3], [-0.3, 0.9, 0.2], [0.6, -2.4, -0.5], [-0.8, 0.1, -0.2], [0.3, 2.1, 0.1], [-1.0, -1.1, 0.4], [0.5, 1.9, -1.7], [-1.2, 0.3, 1.8], [1.0, 0.0, 0.0]]
}


[3]
{
  "formula": "CH5NO",
  "method": "the ωB97M-V functional and the def2-TZVPD basis",
  "lumo_energy_ev": [-6.106, -10.730],
  "charge": 1,
  "relative_energy_kj_mol": 171.8,
  "e_tot_ev": -4644.1767,
  "gap_ha": [0.41338, 0.20344],
  "spin_multiplicity": 2,
  "homo_energy_ev": [-17.35, -16.27],
  "elements": ["C", "N", "H", "H", "H", "H", "H", "O"],
  "xyz": [[1.124, -0.619, 0.535], [0.369, 0.193, 1.089], [0.860, -0.876, -0.506], [2.016, -1.110, 0.938], [0.516, 0.562, 2.030], [-1.754, -0.364, -1.481], [-0.655, 0.435, -0.701], [-1.282, 0.459, -1.419]],
  "forces_ev_per_a": [[-1.2, 0.4, -1.3], [1.8, -1.0, 0.7], [0.2, -0.2, -0.1], [0.1, 0.2, 0.5], [-0.8, 0.6, 0.2], [-0.4, -0.7, 0.1], [0.0, -0.1, 0.2], [0.3, 0.9, -0.3]]
}


[4]
{
  "formula": "C13H17Cl5IrN3O4S",
  "method": "the ωB97M-V functional and the def2-TZVPD basis",
  "lumo_energy_ev": [-11.988, -12.383],
  "charge": 3,
  "relative_energy_kj_mol": 110.7,
  "e_tot_ev": -102675.2079,
  "gap_ha": [0.17743, 0.16038],
  "spin_multiplicity": 2,
  "homo_energy_ev": [-16.82, -16.75],
  "elements": ["Ir", "Cl", "C", "C", "Cl", "C", "Cl", "C", "O", "C", "Cl", "C", "Cl", "O", "C", "O", "C", "N", "C", "C", "C", "H", "H", "H", "H", "H", "H", "H", "H", "H", "N", "C", "N", "S", "H", "H", "H", "H", "C", "O", "H", "H", "H", "H"],
  "xyz": [[-0.052, -0.980, -0.106], [-0.107, -8.075, -0.127], [0.150, -6.452, 0.158], [-0.181, -5.510, -0.850], [-0.823, -5.999, -2.341], [0.044, -4.191, -0.570], [-0.263, -2.939, -1.727], [0.542, -3.724, 0.646], [0.670, -2.424, 0.850], [0.906, -4.671, 1.628], [1.588, -4.123, 3.089], [0.708, -6.020, 1.390], [1.117, -7.168, 2.567], [1.424, 2.010, 0.207], [0.577, 1.893, -0.662], [-0.012, 0.793, -1.027], [0.099, 3.110, -1.440], [0.992, 4.287, -1.102], [0.114, 5.437, -0.622], [-1.265, 5.083, -1.153], [-1.315, 3.559, -1.028], [0.156, 2.906, -2.507], [1.555, 4.570, -1.904], [1.634, 3.970, -0.367], [0.511, 6.377, -0.995], [0.145, 5.443, 0.465], [-1.367, 5.383, -2.197], [-2.048, 5.575, -0.581], [-2.070, 3.114, -1.672], [-1.522, 3.268, 0.005], [2.361, 0.171, 2.224], [1.256, -0.296, 2.739], [1.185, -0.869, 3.915], [-0.303, -0.100, 1.865], [3.237, 0.130, 2.731], [2.306, 0.749, 1.386], [1.993, -0.950, 4.521], [0.303, -1.203, 4.276], [-2.322, -0.372, -2.334], [-2.135, -0.725, -0.927], [-1.901, 0.606, -2.544], [-3.387, -0.395, -2.549], [-1.822, -1.130, -2.928], [-2.677, -0.120, -0.401]],
  "forces_ev_per_a": [[0.1, -0.6, 0.2], [-0.1, -0.3, 0.0], [0.1, 0.5, 0.0], [0.0, -0.4, 0.2], [0.0, 0.0, -0.1], [0.1, 0.4, 0.0], [0.0, 0.3, -0.4], [0.7, -0.6, -0.2], [-0.8, -0.5, 0.5], [0.1, 0.4, 0.0], [0.0, 0.0, 0.0], [-0.2, -0.2, -0.3], [0.0, 0.0, 0.1], [0.0, -0.1, 0.2], [0.4, -0.2, -0.2], [-0.3, 0.4, -0.8], [-0.1, 0.0, 0.1], [-0.1, -0.1, 0.0], [-0.1, 0.1, 0.0], [0.0, -0.1, -0.1], [0.0, 0.1, 0.0], [0.1, 0.1, 0.0], [0.0, 0.0, 0.0], [0.1, 0.1, 0.0], [0.1, 0.0, 0.0], [0.0, -0.1, 0.0], [0.0, 0.0, 0.0], [0.0, 0.0, 0.0], [0.0, 0.0, 0.0], [0.0, 0.0, 0.0], [0.0, 0.1, -0.1], [-0.1, -0.1, 0.1], [-0.1, 0.1, 0.0], [0.0, 0.8, 0.5], [0.0, 0.0, 0.0], [0.0, 0.0, 0.0], [0.0, 0.0, 0.0], [0.0, -0.1, 0.0], [0.0, 0.0, -0.1], [0.3, 0.2, 0.3], [0.0, 0.0, 0.0], [0.0, 0.0, 0.1], [0.0, 0.0, 0.0], [-0.1, -0.1, 0.1]]
}


[5]
{
  "formula": "C6H12N3O",
  "method": "the ωB97M-V functional and the def2-TZVPD basis",
  "lumo_energy_ev": [-2.479, -6.538],
  "charge": 1,
  "relative_energy_kj_mol": 0.0,
  "e_tot_ev": -12924.4535,
  "gap_ha": [0.32370, 0.26662],
  "spin_multiplicity": 3,
  "homo_energy_ev": [-11.29, -13.79],
  "elements": ["C", "C", "C", "C", "C", "C", "N", "N", "N", "O", "H", "H", "H", "H", "H", "H", "H", "H", "H", "H", "H", "H"],
  "xyz": [[0.537, 1.139, -0.868], [-0.830, 1.164, -0.716], [0.155, -1.755, -0.470], [1.041, -0.831, 0.292], [2.755, 0.831, -0.109], [-2.949, 0.650, 0.258], [1.397, 0.360, -0.195], [-0.084, -2.940, 0.171], [-1.545, 0.402, 0.094], [-0.336, -1.518, -1.571], [0.986, 1.955, -1.584], [-1.437, 1.948, -1.236], [1.727, -1.380, 1.047], [3.430, 0.259, 0.604], [3.348, 0.450, -1.005], [2.858, 1.950, 0.138], [-3.117, 1.025, 1.313], [-3.073, 1.552, -0.356], [-3.627, -0.175, -0.072], [0.424, -3.237, 0.883], [-0.614, -3.649, -0.457], [-1.276, -0.424, 0.526]],
  "forces_ev_per_a": [[0.8, 2.3, -2.0], [-1.2, 0.6, -0.2], [0.4, -0.5, -0.5], [0.4, -4.3, 1.7], [3.6, -0.3, -0.1], [-0.9, 1.7, 0.4], [0.7, 1.8, -0.3], [-4.2, 0.3, -5.6], [-1.3, 1.2, -0.7], [0.4, 0.4, 0.6], [-0.8, -1.8, 1.7], [0.9, -0.8, 0.4], [-1.2, 1.5, -1.2], [-1.7, 0.7, 0.1], [-1.0, 1.3, 0.3], [-0.3, -1.9, -0.7], [-0.1, -0.9, -1.0], [-0.9, -0.4, 0.1], [0.8, 0.6, 0.5], [2.6, -1.7, 3.8], [1.4, 1.6, 1.8], [1.4, -1.4, 0.9]]
}